1.
Entry from the Open Molecules 2025 dataset: 2 unconnected molecules or ions with the total composition C3H8N3 (ωB97M-V/def2-TZVPD).

Summary:
- HOMO energy (spin up / spin down) (eV) = -13.92 / -14.23
- total charge = +1
- strongest force on any atom (Eh/bohr) = 0.057

CARTESIAN COORDINATES (ANGSTROEM)
C 0.94 -0.04 0.01
C -0.04 1.02 -0.10
C -1.30 0.27 0.46
N 0.34 -1.24 0.10
N 2.23 0.00 0.20
N -0.94 -1.02 -0.04
H 0.20 1.91 0.48
H -0.41 1.11 -1.10
H -1.43 0.18 1.53
H -2.26 0.55 -0.01
H 2.84 0.78 0.10
H 2.68 -0.86 -0.01
H -1.53 -1.81 0.25
H -1.32 -0.85 -1.86

---

2.
Entry from the Open Molecules 2025 dataset: 2 unconnected molecules or ions with the total composition C3H11N2S (ωB97M-V/def2-TZVPD).

Summary:
- HOMO energy (eV) = -12.57
- total charge = +1
- strongest force on any atom (Eh/bohr) = 0.041

CARTESIAN COORDINATES (ANGSTROEM)
C 2.85 1.86 -1.05
C 2.92 0.50 -0.31
S 1.33 -0.43 -0.12
H 2.88 2.59 -0.24
H 1.92 1.95 -1.60
H 3.76 2.10 -1.58
H 3.59 -0.15 -0.86
H 3.34 0.54 0.69
H 1.92 -1.60 -0.45
N -1.79 -0.51 0.97
C -2.80 -0.36 0.17
N -4.05 -0.73 0.45
H -1.85 -0.69 1.96
H -0.84 -0.41 0.59
H -2.57 -0.07 -0.85
H -4.79 -0.37 -0.13
H -4.27 -0.79 1.44

---

3.
Entry from the Open Molecules 2025 dataset: a molecular structure, C17H11FO5Rb (ωB97M-V/def2-TZVPD).

Summary:
- HOMO energy (eV) = -12.16
- total charge = +1
- strongest force on any atom (Eh/bohr) = 0.026

CARTESIAN COORDINATES (ANGSTROEM)
Rb 13.41 4.44 27.04
C 17.17 6.27 22.31
C 17.78 7.08 23.45
O 17.01 6.71 24.58
C 16.19 5.69 24.26
O 15.42 5.19 25.01
O 16.37 5.29 22.99
F 17.65 8.41 23.26
H 17.93 5.83 21.68
H 16.48 6.86 21.71
H 18.83 6.87 23.63
C 13.79 7.07 32.26
C 14.65 7.29 33.32
C 16.02 7.23 33.09
C 16.51 6.84 31.85
C 15.63 6.55 30.81
C 14.27 6.71 31.02
C 16.14 6.10 29.49
O 15.37 5.76 28.60
C 17.60 6.14 29.25
C 18.05 5.96 27.96
C 19.42 6.07 27.71
C 20.31 6.35 28.74
C 19.85 6.44 30.04
C 18.48 6.39 30.30
C 17.99 6.71 31.67
O 18.76 6.89 32.58
H 12.74 7.25 32.42
H 14.31 7.65 34.28
H 16.68 7.55 33.88
H 13.57 6.46 30.23
H 17.43 5.68 27.12
H 19.78 5.88 26.70
H 21.38 6.22 28.57
H 20.53 6.68 30.84

---

4.
Entry from the Open Molecules 2025 dataset: a single C5H7NO molecule (ωB97M-V/def2-TZVPD).

Summary:
- structure (SMILES) = Cc1ccn(O)c1
- HOMO energy (eV) = -8.44
- strongest force on any atom (Eh/bohr) = 0.086

CARTESIAN COORDINATES (ANGSTROEM)
C -0.59 -1.06 2.36
C -0.41 -0.53 0.88
C -0.53 -1.22 -0.32
C -0.08 -0.53 -1.35
N 0.48 0.60 -0.80
O 0.67 1.84 -1.51
C 0.16 0.67 0.53
H -1.58 -1.44 2.46
H -0.26 -0.21 2.98
H 0.07 -1.89 2.63
H -0.57 -2.31 -0.47
H 0.10 -0.65 -2.44
H 1.65 1.99 -1.16
H 0.57 1.55 1.03

---

5.
Entry from the Open Molecules 2025 dataset: a molecular structure, C27H14BrF5IN3O2SeV (ωB97M-V/def2-TZVPD).

Summary:
- 2S+1 = 2
- HOMO energy (spin up / spin down) (eV) = -0.56 / -0.58
- total charge = -2
- strongest force on any atom (Eh/bohr) = 0.064

CARTESIAN COORDINATES (ANGSTROEM)
V -0.40 1.41 -0.74
Br -0.78 4.74 5.95
C -0.41 3.98 4.24
C 0.86 4.16 3.68
C 1.12 3.59 2.44
C 0.14 2.86 1.77
O 0.42 2.30 0.60
C -1.15 2.70 2.33
C -2.18 1.97 1.67
N -2.07 1.38 0.48
C -3.11 0.60 -0.01
C -4.36 0.43 0.55
C -5.28 -0.48 -0.01
C -4.98 -1.23 -1.11
C -3.72 -1.05 -1.74
C -3.31 -1.76 -2.88
C -2.10 -1.50 -3.44
C -1.26 -0.54 -2.86
N -1.60 0.12 -1.78
C -2.82 -0.12 -1.21
C -1.39 3.27 3.59
H 1.62 4.72 4.20
H 2.09 3.70 1.97
H -3.11 1.85 2.23
H -4.64 0.98 1.43
H -6.25 -0.61 0.46
H -5.69 -1.95 -1.51
H -3.97 -2.51 -3.31
H -1.76 -2.03 -4.32
H -0.30 -0.28 -3.27
H -2.36 3.15 4.05
Se -0.45 -1.54 0.77
C 1.12 -2.50 1.24
C 1.44 -2.85 2.57
C 2.58 -3.59 2.86
N 3.46 -4.02 1.95
C 3.17 -3.68 0.69
C 2.06 -2.95 0.30
H 0.78 -2.53 3.37
H 2.79 -3.84 3.89
H 3.88 -4.00 -0.07
H 1.90 -2.72 -0.75
F 5.77 -1.67 -2.73
C 4.63 -0.98 -2.54
C 3.87 -0.57 -3.61
F 4.28 -0.87 -4.86
C 2.70 0.14 -3.41
F 2.00 0.50 -4.50
C 2.22 0.47 -2.14
O 1.10 1.15 -2.04
C 3.01 0.04 -1.07
F 2.68 0.30 0.19
C 4.19 -0.67 -1.27
F 4.92 -1.05 -0.21
I -1.33 3.57 -2.08

---

6.
Entry from the Open Molecules 2025 dataset: a gas-phase ion, C2H8N3O (charge +1) (ωB97M-V/def2-TZVPD).

Summary:
- structure (SMILES) = NC[N+](=O)CN
- HOMO energy (eV) = -14.68
- total charge = +1
- strongest force on any atom (Eh/bohr) = 0.079

CARTESIAN COORDINATES (ANGSTROEM)
N -2.26 -0.02 0.34
C -1.14 -0.46 -0.24
N 0.18 0.76 -0.36
O -0.14 1.82 0.09
C 1.56 0.32 -0.59
N 1.82 -0.47 0.66
H -2.99 0.22 -0.28
H -2.28 0.51 1.21
H -1.35 -0.92 -1.14
H -0.66 -1.24 0.32
H 1.74 -0.46 -1.31
H 2.40 1.15 -0.75
H 1.39 -1.40 0.68
H 1.73 0.19 1.39

---

7.
Entry from the Open Molecules 2025 dataset: a molecular structure, C16H30I2N4NiO5P2S (ωB97M-V/def2-TZVPD).

Summary:
- 2S+1 = 3
- HOMO energy (spin up / spin down) (eV) = -7.11 / -7.15
- strongest force on any atom (Eh/bohr) = 0.065

CARTESIAN COORDINATES (ANGSTROEM)
Ni -0.03 1.49 0.92
C 0.89 -2.95 -0.38
N -0.06 -2.45 0.62
C 0.23 -2.79 2.09
P -1.15 -1.29 0.39
O -1.23 -0.04 1.30
O -0.80 -0.92 -1.10
P -0.93 0.52 -1.90
O -0.96 1.58 -0.87
N -2.32 0.59 -2.75
C -3.51 0.91 -1.97
C -2.59 -0.44 -3.71
N 0.34 0.40 -2.97
C 0.30 1.29 -4.07
C 1.63 -0.21 -2.68
N -2.65 -2.01 0.47
C -2.85 -3.37 0.00
C -3.87 -1.41 1.08
H 1.87 -2.41 -0.26
H 0.48 -2.75 -1.35
H 0.83 -4.03 -0.30
H 1.28 -2.43 2.20
H 0.06 -3.84 2.33
H -0.38 -2.14 2.72
H -3.21 1.53 -1.13
H -3.99 -0.07 -1.66
H -4.22 1.37 -2.69
H -1.68 -0.89 -4.13
H -3.22 -0.05 -4.54
H -3.23 -1.25 -3.29
H 0.85 0.85 -4.94
H 0.84 2.20 -3.82
H -0.72 1.66 -4.40
H 2.21 0.56 -2.12
H 2.21 -0.45 -3.58
H 1.66 -1.09 -2.09
H -1.89 -3.94 -0.19
H -3.47 -3.35 -0.92
H -3.41 -3.96 0.70
H -3.68 -0.37 1.30
H -4.23 -1.97 1.96
H -4.69 -1.51 0.35
O 3.27 -0.74 0.43
C 2.61 0.20 0.84
O 1.49 0.53 0.23
C 3.09 0.82 2.14
C 4.39 0.51 2.46
C 4.94 0.75 3.72
C 4.11 1.38 4.65
C 2.80 1.70 4.35
C 2.28 1.48 3.03
S 0.70 2.25 2.85
H 4.98 -0.03 1.66
H 5.99 0.50 3.97
H 4.46 1.56 5.66
H 2.22 2.12 5.12
I 1.42 5.82 -0.86
C 0.53 5.33 1.06
I -1.44 4.54 0.84
H 0.49 6.24 1.62
H 1.01 4.47 1.62

---

8.
Entry from the Open Molecules 2025 dataset: a single C4H7NO molecule (ωB97M-V/def2-TZVPD).

Summary:
- HOMO energy (spin up / spin down) (eV) = -7.04 / -5.77
- strongest force on any atom (Eh/bohr) = 0.038

CARTESIAN COORDINATES (ANGSTROEM)
C 1.26 0.44 0.60
C -0.42 -1.58 -0.11
O -1.19 -0.71 0.45
C -1.27 0.55 -0.18
C 0.29 0.94 -0.53
N 0.58 1.48 -1.58
H 0.75 0.24 1.55
H 1.86 -0.44 0.34
H 1.96 1.26 0.73
H -0.13 -2.42 0.50
H -0.12 -1.46 -1.15
H -1.79 1.22 0.52
H -1.79 0.48 -1.13